27
Properties=species:S:1:pos:R:3:forces:R:3 method="wB97M-V/def2-TZVPD" total_charge=+2 total_energy_ev=-33850.9192 orbital_gap_ev=4.9
C 3.6873 -0.7377 0.9111 -0.2503 -0.2378 -0.2387
C 2.6004 0.2723 0.5076 0.0192 0.1435 -0.0039
C 1.5332 -0.4434 -0.3030 0.5465 -0.2146 0.4087
N 0.4006 0.5049 -0.7419 0.4021 -0.2745 -0.2067
B -0.5360 0.7707 0.4945 -0.2990 0.4891 0.7562
O -0.1879 1.8679 1.1859 0.7714 -0.2988 -0.1264
O -1.5191 -0.0958 0.7299 0.0777 0.0201 -0.8906
C -2.9219 0.3406 0.6489 -0.7079 0.0176 0.2297
C -3.8207 -0.8732 0.6622 0.4117 -0.0773 0.0088
S -0.3948 -0.1022 -1.9677 0.0738 -0.2169 0.0711
O -0.8195 -1.4258 -1.9718 -0.2604 -0.2787 -0.2371
O -1.1677 0.9920 -2.5728 -0.3184 0.1897 -0.0289
F 0.8818 0.0036 -3.1050 0.2887 -0.5067 0.0407
H 4.6805 -0.3151 0.8020 0.0377 0.0647 0.1941
H 3.6510 -1.6216 0.2698 0.0816 0.0128 -0.0488
H 3.5369 -1.0960 1.9258 0.1018 0.0857 0.0692
H 2.1637 0.7334 1.3909 0.0114 0.0529 0.0140
H 3.0321 1.0824 -0.0855 -0.0320 0.0035 -0.0608
H 2.0039 -0.8842 -1.1810 -0.1738 0.1091 -0.1711
H 1.1101 -1.2705 0.2710 -0.2347 0.0755 -0.0114
H -0.1785 1.7594 2.1482 -0.5089 0.3501 -0.0198
H -3.0750 0.9075 -0.2737 0.2691 -0.0536 -0.0722
H -3.1356 1.0165 1.4756 0.1362 -0.0462 0.0943
H -4.7936 -0.6189 0.2491 -0.0985 0.0453 0.1512
H -3.3880 -1.6545 0.0373 -0.0471 -0.0112 -0.0564
H -3.9234 -1.2659 1.6700 -0.1170 -0.0389 0.0126
Cd 0.5801 2.1537 -3.1773 -0.1810 0.5957 0.1222

145
Properties=species:S:1:pos:R:3:forces:R:3 method="wB97M-V/def2-TZVPD" total_charge=0 total_energy_ev=-173783.5056 multiplicity=5 orbital_gap_ev="10.1 / 9.7"
Fe 1.9150 1.7465 -1.0308 0.4610 -0.6008 0.1864
N 1.9472 3.2679 -2.3662 1.6887 1.7968 -2.3179
S 0.8926 4.3656 -2.8652 -4.7177 1.5979 0.6001
O 0.1934 4.0320 -4.0596 0.4233 -0.4952 0.3179
O 1.2389 5.7385 -2.6865 0.9159 -0.5335 0.0507
F -0.1833 4.1516 -1.7008 0.3541 -0.2836 -0.2264
S 3.1793 3.7906 -3.4104 3.6138 -1.5901 -0.1982
O 4.0089 4.8194 -2.8800 -0.7558 0.0265 0.4382
O 2.9039 3.7754 -4.8022 -0.8160 0.3063 0.4239
F 4.1183 2.5129 -3.2357 -0.4748 -0.1670 0.2907
C -2.3390 1.3931 -1.0902 1.0092 0.5408 -0.6990
F -2.2101 2.6355 -1.5441 -0.0364 0.0594 -0.1132
F -2.1945 1.4563 0.2245 -0.6858 -0.1930 0.1037
F -3.5006 0.9386 -1.5001 0.0217 -0.4742 0.5201
S -0.8999 0.3862 -1.8588 1.0106 1.0570 -0.9697
O -1.3504 -0.9211 -2.2081 -0.0581 0.0682 0.8475
O -0.3857 1.1907 -2.9359 -0.0929 0.2568 0.5459
N 0.3178 0.4966 -0.6547 -2.6281 -0.6108 -0.7113
S 0.0323 -0.7680 0.2997 1.0908 -2.3083 1.2076
O -1.3201 -0.9203 0.7541 0.0794 0.4674 -0.1772
O 0.6880 -1.9491 -0.1966 0.0147 0.4588 0.0628
C 1.0115 -0.4186 1.8530 -0.7736 -0.2042 -0.7014
F 2.2351 0.0225 1.5394 -0.0108 0.2831 0.2411
F 0.3577 0.4436 2.6211 0.4479 0.2408 0.0909
F 1.1328 -1.5706 2.4946 0.0653 0.0992 0.1428
C 6.5406 -1.0302 3.6126 0.2289 0.0883 -0.8939
C 5.0181 -1.1123 3.5775 0.6338 -0.1787 0.9833
C 4.5556 -2.4122 4.2207 -0.1311 0.0185 -0.5711
O 4.5136 0.0245 4.2839 -0.5275 0.2460 -0.4219
H 6.9097 -0.8867 4.6281 -0.1363 -0.2811 0.0931
H 6.9296 -0.1853 3.0392 -0.2178 0.0867 0.0080
H 6.9877 -1.9171 3.1568 0.0402 -0.0848 0.2280
H 4.6064 -1.0731 2.5670 0.1616 0.2437 -0.0397
H 3.4653 -2.4247 4.2442 0.0324 -0.0594 0.3974
H 5.0198 -2.5407 5.2000 -0.2721 0.0373 0.1370
H 4.8574 -3.2650 3.6090 0.0856 0.0325 -0.0011
H 4.4845 -0.1607 5.2273 0.0716 -0.1335 -0.0187
C 5.2053 3.7222 0.3053 -0.4020 0.0952 0.0232
C 4.9840 2.2937 -0.1457 0.8823 -0.3843 -0.1915
C 5.9456 1.2712 0.4285 0.8365 -0.5856 -0.2442
O 3.6396 1.8504 0.1950 0.3230 0.4723 -0.0510
H 4.4999 4.3567 -0.2354 -0.0162 0.0943 0.1514
H 6.1997 4.0954 0.0641 0.0927 -0.2389 -0.0342
H 5.0521 3.8297 1.3826 0.0005 -0.0073 0.0020
H 5.1116 2.2732 -1.2259 -0.5991 -0.1777 -0.0432
H 6.8787 1.2342 -0.1425 0.1323 0.6327 0.2021
H 5.6378 0.2307 0.2862 -0.6574 0.1776 0.1416
H 6.1856 1.4172 1.4833 -0.0963 0.1128 0.0065
H 3.6794 1.7186 1.1514 -0.5212 -0.0663 -0.0195
C -5.0304 -1.2358 0.2709 1.2362 -0.4667 0.7714
C -4.6990 -2.7215 0.1469 -1.3532 -0.2335 0.2139
C -4.2557 -3.3790 1.4426 0.6841 0.5519 0.0280
O -5.9184 -3.3707 -0.2737 0.2142 -0.3275 -0.5217
H -4.1533 -0.7040 0.6564 0.0249 0.1176 -0.2793
H -5.7708 -1.1404 1.0701 -0.3674 0.1688 -0.3497
H -5.3295 -0.8375 -0.6923 -0.2779 0.1392 0.1235
H -3.9919 -2.9285 -0.6572 0.0715 0.1564 0.0331
H -4.0354 -4.4336 1.2830 -0.1432 -0.0391 0.0423
H -5.0154 -3.2649 2.2204 -0.0975 -0.0942 -0.0765
H -3.3458 -2.9002 1.8199 0.0239 -0.0533 -0.0258
H -6.5867 -3.2474 0.4073 0.0734 0.0605 0.0756
C -0.8792 -4.3305 3.4420 0.8116 0.3026 -0.6657
C 0.2951 -4.8014 4.3031 -0.9541 0.3493 0.1713
C 0.7497 -3.7581 5.3208 -0.3036 -0.1979 0.0492
O -0.2203 -5.8867 5.0844 0.6177 -0.2585 0.2676
H -1.6476 -3.9208 4.0945 -0.1314 -0.0050 -0.1231
H -1.2761 -5.1424 2.8293 -0.1148 -0.1799 0.3014
H -0.5607 -3.5967 2.6931 -0.0659 0.2684 0.2709
H 1.1536 -5.0933 3.6902 -0.0734 -0.2285 -0.0195
H 1.4454 -4.2374 6.0095 0.1443 0.1610 -0.0297
H -0.1068 -3.4196 5.9084 -0.0451 -0.0931 -0.0107
H 1.1930 -2.8678 4.8761 0.1065 -0.1345 -0.1705
H -0.2609 -6.6819 4.5460 -0.0450 0.0515 -0.0850
C 0.6741 1.7825 -6.6739 -0.0758 0.0730 -0.8929
C 1.6961 0.7640 -6.1975 0.0590 -0.1386 -0.5891
C 3.0175 0.7727 -6.9535 -0.7612 0.4336 0.0739
O 1.9841 0.9637 -4.8051 -0.6796 -0.0915 -0.0440
H 0.9977 2.8224 -6.6377 0.0512 -0.0277 0.5103
H -0.2838 1.6223 -6.1752 0.1102 0.2880 0.3161
H 0.4407 1.6136 -7.7317 0.1769 -0.2267 0.0244
H 1.1931 -0.1938 -6.3923 0.2885 -0.2562 0.5704
H 3.7345 0.1086 -6.4753 0.0626 -0.0141 -0.0600
H 3.3839 1.8003 -6.9626 0.2754 -0.0915 -0.0316
H 2.8144 0.4492 -7.9747 0.2547 -0.0237 -0.0401
H 1.1804 1.4022 -4.4856 0.1838 -0.0674 0.4570
C 2.4595 -2.1494 -2.6739 0.1710 0.1834 0.2403
C 3.3787 -1.0706 -2.0672 -0.1641 -0.2498 -0.8856
C 4.7187 -1.0130 -2.7790 0.9192 0.3695 0.5763
O 2.7740 0.2375 -2.2383 0.0420 0.0568 0.0246
H 1.4963 -1.7027 -2.9143 -0.1301 -0.1755 0.1558
H 2.3266 -2.9352 -1.9342 -0.2441 -0.1064 -0.1565
H 2.8546 -2.5909 -3.5889 0.1635 0.1243 0.0018
H 3.4654 -1.2508 -0.9968 0.1037 0.2604 0.0349
H 5.2199 -1.9796 -2.8384 -0.2721 -0.1197 -0.1591
H 5.4346 -0.3613 -2.2633 -0.2022 0.0287 0.1881
H 4.6368 -0.5578 -3.7681 -0.2954 -0.3540 -0.1366
H 2.6532 0.3357 -3.2070 -0.2320 0.3565 -0.0666
C -8.4398 3.6150 -1.9226 -0.0317 -0.0195 0.1468
C -6.9830 4.0655 -1.8939 -0.1711 -0.6180 -0.6141
C -6.0795 2.8437 -1.9963 -0.3073 0.0649 0.1060
O -6.7405 4.8307 -3.0808 0.1631 0.2813 0.4024
H -8.5833 3.0054 -2.8155 -0.0751 0.0523 -0.0292
H -9.1177 4.4691 -1.9778 -0.0045 -0.0059 0.0518
H -8.7156 3.0071 -1.0585 0.0659 0.0797 0.0695
H -6.7705 4.6462 -0.9908 0.0898 0.0746 -0.0519
H -5.0258 3.0898 -2.1072 -0.0184 0.1541 0.0891
H -6.3939 2.2813 -2.8772 0.1174 -0.0488 -0.0245
H -6.2287 2.2049 -1.1239 0.1339 -0.0148 0.0186
H -7.2102 5.6648 -2.9783 0.0254 0.0172 -0.1607
C 1.3284 5.5088 0.8830 0.4806 0.2358 -0.5960
C 1.2245 4.1131 1.4730 0.0697 0.8058 0.0679
C 0.1377 4.0325 2.5235 0.0676 0.5465 0.3115
O 0.9976 3.1185 0.4564 -0.1196 -0.3331 0.2774
H 2.0725 5.5332 0.0809 -0.0556 -0.1553 -0.0218
H 1.7089 6.2053 1.6323 -0.2316 -0.0277 0.1414
H 0.4126 5.9060 0.4435 -0.1667 -0.1663 0.1997
H 2.2126 3.9309 1.9014 -0.1099 -0.5286 0.0428
H 0.1215 3.0774 3.0441 -0.1587 -0.0383 -0.0795
H -0.8391 4.3019 2.1093 -0.0186 -0.4403 -0.2444
H 0.2900 4.8331 3.2522 0.2523 -0.1882 0.1338
H 0.0438 3.0852 0.3087 0.0312 0.0376 -0.1087
C -3.7323 1.1681 3.5991 0.4011 0.3477 -0.0740
C -3.4629 0.0228 4.5702 -0.2936 0.4311 -0.2922
C -2.2979 0.3008 5.4905 0.4319 0.2091 -0.0045
O -4.6153 -0.1588 5.3843 0.0167 -0.2807 0.4534
H -3.9933 2.0751 4.1485 -0.2396 -0.1166 0.0946
H -4.5332 0.9102 2.9043 -0.0699 0.0418 0.0414
H -2.8604 1.4487 3.0005 0.0797 -0.3327 -0.0266
H -3.2387 -0.8720 3.9768 -0.1012 -0.1630 0.1541
H -2.3792 1.2576 6.0114 -0.2444 0.0542 -0.1390
H -1.3919 0.3421 4.8806 0.0632 -0.0485 0.1060
H -2.1653 -0.4535 6.2654 -0.1220 -0.2005 -0.1717
H -5.3881 -0.3916 4.8628 0.1234 0.0220 -0.2150
C -3.3180 -6.3636 -1.6142 0.0288 0.4888 0.7215
C -2.0466 -5.6553 -2.0810 -0.7700 -0.2839 -0.1963
C -1.2858 -5.0995 -0.8963 0.2670 0.3875 -0.4813
O -1.2130 -6.5841 -2.7669 0.5747 0.0559 0.0822
H -3.0117 -7.1186 -0.8860 -0.1573 -0.3149 -0.2585
H -3.9397 -6.7752 -2.4086 0.2518 -0.1897 -0.1183
H -3.9634 -5.6786 -1.0543 0.0322 0.1275 -0.1441
H -2.3133 -4.8316 -2.7543 0.0233 0.0187 -0.0145
H -0.5128 -4.3985 -1.2175 0.0766 -0.1222 -0.0546
H -0.8007 -5.9070 -0.3478 -0.2094 0.0160 0.2109
H -1.9730 -4.5111 -0.2874 0.0525 -0.2086 0.2699
H -1.6867 -6.9911 -3.4965 -0.1754 0.1104 0.0267

71
Properties=species:S:1:pos:R:3:forces:R:3 method="wB97M-V/def2-TZVPD" total_charge=-1 total_energy_ev=-66923.4025 orbital_gap_ev="6.6 / 6.5" e_above_lowest_kj_mol=174.2
Pd 0.7064 0.6336 -1.3432 -1.5810 0.0150 -0.9931
C 1.0695 -0.9947 6.7490 0.0099 0.0379 -0.0772
C 0.8728 -0.2669 5.4418 0.0060 0.0087 0.0647
C 0.3210 1.0074 5.4043 0.0073 -0.0047 -0.0141
C 0.1372 1.6734 4.1953 0.0483 -0.0534 0.0093
C 0.5186 1.0571 3.0176 -0.1147 -0.1137 0.0902
C 1.0749 -0.2202 3.0315 0.0053 0.0871 0.0121
C 1.2482 -0.8696 4.2392 0.0151 -0.0215 -0.0003
S 0.2613 1.8476 1.4499 0.2094 -0.1281 0.1317
O 1.5825 2.0233 0.8833 -0.0350 0.0510 0.0976
O -0.5157 3.0397 1.7077 -0.1109 0.0292 0.0045
N -0.4646 0.7613 0.5542 -0.0553 0.0705 -0.1325
C -1.8333 0.5224 0.5847 0.3567 -0.0305 0.0350
C -2.6467 0.7341 1.6751 -0.0343 0.0243 0.0366
C -4.0236 0.4325 1.6353 0.0770 0.0072 0.0261
C -4.6060 -0.0690 0.5101 -0.0098 -0.0067 -0.0463
C -3.8098 -0.2880 -0.6399 -0.0209 -0.0011 -0.0425
C -4.3565 -0.7276 -1.8666 -0.0233 -0.0094 0.0665
C -3.5517 -0.8879 -2.9531 0.0172 -0.0051 -0.0339
C -2.1724 -0.6377 -2.8066 0.0348 -0.1105 -0.0257
N -1.6354 -0.2381 -1.6900 0.0346 0.0995 0.1300
C -2.4254 -0.0239 -0.6074 0.0567 -0.0511 -0.0833
H 0.6822 -0.4135 7.5859 -0.0010 -0.0051 -0.0099
H 2.1291 -1.1872 6.9337 -0.0247 0.0072 -0.0074
H 0.5603 -1.9606 6.7406 0.0010 0.0172 -0.0023
H 0.0243 1.4861 6.3316 0.0007 -0.0044 -0.0246
H -0.3018 2.6626 4.1521 0.0000 -0.0419 0.0179
H 1.3599 -0.6893 2.0958 -0.0214 0.0064 0.0393
H 1.6764 -1.8666 4.2538 -0.0131 0.0260 -0.0099
H -2.2218 1.1612 2.5733 -0.0499 -0.0209 0.0129
H -4.6242 0.6083 2.5201 0.0246 0.0250 0.0059
H -5.6670 -0.2885 0.4726 0.0242 0.0090 -0.0107
H -5.4224 -0.9192 -1.9267 0.0048 0.0088 0.0003
H -3.9463 -1.1959 -3.9120 0.0093 -0.0383 0.0009
H -1.4955 -0.7908 -3.6421 -0.0162 0.0268 -0.0040
O -2.4714 2.6652 -1.5331 -0.0888 -0.0611 0.0102
C -1.3577 3.1407 -1.5178 0.1721 -0.1286 -0.1255
C -1.0721 4.5947 -1.1491 0.0464 0.0322 -0.0371
C 0.4411 4.7206 -1.2447 -0.0916 -0.0274 0.0063
C 0.8727 3.3740 -1.7934 -0.1827 -0.0285 -0.0736
O 2.0185 3.0832 -2.0969 0.0216 -0.0770 -0.0760
N -0.1849 2.4924 -1.8770 0.8395 0.2468 0.7006
H -1.4623 4.7594 -0.1463 0.0001 -0.0086 0.0038
H -1.6119 5.2428 -1.8399 -0.0168 0.0094 -0.0108
H 0.9126 4.8239 -0.2664 0.0170 0.0045 -0.0101
H 0.8002 5.5235 -1.8864 0.0067 0.0224 -0.0197
C 3.8984 0.4270 -1.5018 0.1173 0.1978 0.0198
Si 2.8204 -0.7458 -2.4606 -0.0728 -0.5241 0.2499
C 3.9137 -2.1558 -3.0369 0.0710 -0.1673 -0.0667
C 2.0783 0.0794 -3.9767 -0.0329 0.1556 -0.0442
N 1.5342 -1.2173 -1.4011 0.0601 0.4195 0.2482
C 0.8169 -2.3670 -1.1675 0.2508 0.0658 -0.0254
C -0.1211 -2.4471 -0.1188 0.0542 -0.0194 0.0053
C -0.8179 -3.6128 0.1396 0.0213 -0.0483 -0.0428
C -0.6163 -4.7598 -0.6263 0.0120 0.0775 0.0314
C 0.3062 -4.7005 -1.6605 0.0591 0.0496 -0.0604
C 1.0072 -3.5325 -1.9338 -0.0724 -0.0896 -0.0049
H 4.6944 0.8367 -2.1337 -0.0295 -0.0482 0.0385
H 4.3490 -0.1113 -0.6635 0.0193 0.0190 -0.0213
H 3.3432 1.2772 -1.1005 0.0086 0.0023 0.0307
H 4.8645 -1.7501 -3.3989 -0.0534 -0.0285 0.0123
H 3.4613 -2.7332 -3.8479 0.0584 0.0209 0.0398
H 4.1274 -2.8389 -2.2093 0.0097 0.0325 -0.0577
H 2.8297 0.6162 -4.5643 -0.0161 -0.0790 0.0096
H 1.3167 0.8258 -3.7142 -0.0065 0.0288 -0.0300
H 1.5953 -0.6769 -4.6029 0.0152 0.0404 -0.0087
H -0.2858 -1.5627 0.4800 0.0083 -0.0382 0.0350
H -1.5298 -3.6308 0.9581 -0.0033 0.0376 -0.0195
H -1.1665 -5.6702 -0.4242 0.0034 0.0111 0.0081
H 0.4806 -5.5761 -2.2779 0.0077 0.0267 0.0046
H 1.7109 -3.5096 -2.7564 -0.0447 -0.0376 0.0164